1.
A structure of composition C21H18F3FeNO2S, computed with ωB97M-V with the def2-TZVPD basis set.

```
! RIJCOSX wB97M-V def2-TZVPD def2/J DEFGRID3
* xyz -2 5
F 3.457 3.988 1.409
C 1.323 -4.308 0.731
C 2.005 -1.959 -2.524
H 1.783 -4.206 1.707
C 2.359 -1.457 -0.256
C -0.216 -4.159 -1.022
C -2.560 1.802 1.365
H -1.127 -3.949 -1.575
H -0.704 -1.338 -3.082
H 0.863 -5.628 -2.352
C -0.672 -0.415 -2.478
C -5.788 3.648 1.461
H 1.609 -1.970 -3.548
H -4.635 1.246 1.400
C -3.478 4.463 1.452
H -0.061 -0.093 -0.374
H 3.889 -3.125 -2.760
H -3.852 5.485 1.489
S 0.720 4.067 1.382
C 1.790 -5.149 -0.347
F 2.468 2.367 2.528
C 3.233 -2.572 -2.098
H -0.331 0.396 -3.147
H -1.450 5.060 1.435
H 4.267 -2.596 -0.104
C 0.838 -5.056 -1.430
H -2.192 0.773 1.336
C 0.215 -0.555 -1.316
C -4.365 3.386 1.439
C -0.247 2.651 1.352
H -0.555 -3.067 0.927
N -6.925 3.861 1.461
H 2.662 -5.795 -0.317
C -1.620 2.886 1.378
O 0.558 4.744 2.635
H 2.273 -1.029 0.748
C 0.083 -3.696 0.314
O 0.595 4.764 0.135
F 2.484 2.337 0.316
C -3.913 2.063 1.399
H -1.701 -0.179 -2.175
H 0.145 1.632 1.327
C 1.450 -1.209 -1.381
Fe 1.623 -3.209 -0.951
C -2.130 4.218 1.421
C 2.394 3.165 1.415
C 3.438 -2.284 -0.723
*
```

Properties
**Gap between HOMO and LUMO (spin up / spin down)**: 3.8 / 5.7 eV
**Energy relative to the best compared isomer or geometry (same formula, charge and spin)**: 0.00 kJ/mol
**F_max**: 3.67 eV/Å
**LUMO energy (spin up / spin down)**: 0.1765 / 0.1764 Ha
**E**: -81023.918 eV
**HOMO (spin up / spin down)**: 0.036 / -0.034 hartree

***

2.
A cluster of 3 separate species, C3H11NO2 in total, computed with ωB97M-V with the def2-TZVPD basis set.

```
! RIJCOSX wB97M-V def2-TZVPD def2/J DEFGRID3
* xyz 0 1
H -1.131 -0.490 2.398
C -0.845 -1.131 1.579
H -3.119 -0.105 0.304
H 2.305 2.579 0.452
H -1.930 1.038 0.769
H 1.998 0.172 -1.106
C -1.051 -0.747 0.301
H -0.275 -2.044 1.676
H 1.198 1.729 1.006
O 2.197 -0.214 -1.967
H 0.153 -2.108 -0.582
H 0.316 -0.548 -1.202
O 1.797 1.782 0.254
C -2.137 0.259 0.019
H -2.184 0.799 -0.905
N -0.290 -1.233 -0.779
H 2.998 0.260 -2.218
*
```

Properties
**Gap between HOMO and LUMO**: 8.4 eV
**Energy relative to the best compared isomer or geometry (same formula, charge and spin)**: 105.34 kJ/mol
**F_max**: 2.09 eV/Å
**LUMO energy**: 0.0149 Ha
**SMILES**: C=C(C)N.O.O
**E**: -8873.398 eV
**HOMO**: -0.293 hartree

***

3.
A structure of composition C9H6AlBr4N2O6Se, computed with ωB97M-V with the def2-TZVPD basis set.

```
! RIJCOSX wB97M-V def2-TZVPD def2/J DEFGRID3
* xyz -1 1
H -3.836 -2.193 -0.982
Br 4.598 -1.553 -0.973
C -3.066 -1.575 -0.527
Se -0.629 2.530 -2.051
O -2.076 1.750 -1.491
C 2.046 0.227 1.760
H -4.498 -0.551 -2.624
H -5.041 0.273 -1.140
O 2.118 0.214 -0.554
C -4.214 0.168 -1.849
O -1.094 3.956 -2.466
O 1.023 1.036 1.617
C 2.661 -0.220 0.568
H -2.093 -2.055 -0.623
H -3.280 -1.454 0.538
C 3.689 -0.994 3.038
Br 4.388 -1.512 4.705
O -0.061 1.654 -3.194
H -4.031 1.130 -2.318
C 2.561 -0.174 2.976
Al 0.602 0.982 -0.099
N -0.900 0.034 -0.391
Br 1.720 0.450 4.544
C 3.781 -1.020 0.639
O 0.375 2.580 -0.756
C -1.915 0.459 -0.982
C 4.311 -1.403 1.873
N -3.019 -0.295 -1.194
Br 5.881 -2.444 1.955
*
```

Properties
**Gap between HOMO and LUMO**: 7.7 eV
**Energy relative to the best compared isomer or geometry (same formula, charge and spin)**: 27.88 kJ/mol
**F_max**: 2.90 eV/Å
**LUMO energy**: 0.0884 Ha
**E**: -376813.668 eV
**HOMO**: -0.193 hartree

***

4.
A structure of composition C26H51N4O6P2PdSi, computed with ωB97M-V with the def2-TZVPD basis set.

```
! RIJCOSX wB97M-V def2-TZVPD def2/J DEFGRID3
* xyz 1 3
H -2.082 2.392 3.746
C -3.571 -1.248 0.972
H -1.275 4.589 2.079
H 0.211 2.229 -1.883
C 2.261 1.632 -5.426
C -0.220 1.917 -4.976
H -1.933 -2.892 -2.819
H 4.524 -3.416 2.177
H 1.650 2.930 -2.648
H -5.356 -0.836 2.061
P 1.763 0.536 -2.440
O 3.429 2.960 -0.406
H -0.453 2.273 -5.980
C 2.604 -1.306 2.183
H 5.908 -1.269 -3.500
C 4.720 4.913 0.093
H 5.176 5.820 -0.307
H 4.020 5.197 0.878
H -0.002 2.791 -4.360
C 4.212 -2.974 3.120
C 1.304 2.192 -1.919
C 5.163 -0.487 -3.652
H 0.734 0.180 -5.764
C -4.298 -0.627 1.962
Si -1.165 -3.143 -0.473
H 1.272 -3.034 -0.122
H 4.134 -3.759 3.867
O 1.177 4.098 -0.165
H -2.777 -4.061 1.164
H -0.567 1.579 3.290
O 1.604 1.720 0.783
H 3.612 -1.369 -2.452
H -4.244 0.739 3.640
C -2.201 -0.963 0.877
P 1.888 2.709 -0.294
N 2.903 -2.346 2.977
H -4.028 -1.935 0.273
H 3.081 0.919 -5.476
C 4.963 3.693 -2.105
H 5.683 0.469 -3.741
H 2.139 2.088 -6.409
Pd 0.265 -0.176 0.564
H 3.224 4.759 -1.434
C 0.956 0.968 -5.046
C -3.687 0.267 2.843
H 0.408 6.596 0.309
C 4.214 -0.460 -2.480
H 0.888 -3.097 -1.844
C 0.924 6.093 1.129
H -1.593 -5.276 0.680
H 5.443 -1.143 -0.867
H 5.353 4.561 -2.639
H -1.146 -4.023 1.847
H 4.453 3.043 -2.816
H 5.807 3.146 -1.681
C -0.843 4.292 1.123
H 4.640 -0.694 -4.585
C 4.029 4.154 -1.012
O 1.052 0.219 -3.789
H 3.328 -0.804 1.561
C 0.779 -1.865 3.188
H 2.538 2.424 -4.727
H -0.263 -1.823 3.453
H -2.094 -4.560 -2.251
H -1.100 1.413 -4.580
H 0.570 6.519 2.068
H -1.012 3.223 0.991
H 4.949 -2.246 3.451
C 1.744 -2.715 3.624
H -3.268 -3.343 -1.750
N -1.295 -1.459 -0.020
C 0.614 -3.497 -0.866
H 0.799 -4.573 -0.866
H 1.718 -3.533 4.321
H 5.584 0.593 -1.190
C 0.631 4.615 1.102
C -2.209 -3.511 -1.963
C 4.888 -0.246 -1.145
H -1.550 0.969 4.626
O 1.394 -0.495 -1.433
H 1.991 6.292 1.045
H 1.148 4.107 1.918
N 1.335 -0.972 2.300
C -1.720 -4.221 0.936
H -1.360 4.834 0.328
O 3.304 0.676 -2.691
C -2.340 0.533 2.690
C -1.589 1.426 3.635
H 4.147 -0.034 -0.372
H 5.504 4.297 0.535
N -1.637 -0.060 1.717
*
```

Properties
**Gap between HOMO and LUMO (spin up / spin down)**: 8.3 / 6.8 eV
**F_max**: 0.72 eV/Å
**LUMO energy (spin up / spin down)**: -0.0560 / -0.1099 Ha
**E**: -75972.556 eV
**HOMO (spin up / spin down)**: -0.362 / -0.359 hartree

***

5.
A structure of composition C6H16N8O10Pd, computed with ωB97M-V with the def2-TZVPD basis set.

```
! RIJCOSX wB97M-V def2-TZVPD def2/J DEFGRID3
* xyz -2 3
H 7.165 4.764 -0.626
C 2.739 4.399 0.911
C 5.935 6.394 -0.430
Pd 4.031 8.868 0.186
O 3.144 3.242 1.143
H 2.956 8.967 -2.565
O 4.819 6.866 -0.566
C 4.905 9.696 -2.773
H 3.495 13.534 1.173
O 5.153 9.782 -1.572
H 1.867 12.162 -1.436
O 1.870 7.991 0.786
O 5.993 9.500 1.240
N 6.215 5.068 -0.571
H 6.703 10.283 -3.518
H 2.927 6.453 1.274
O 2.266 8.699 -1.172
H 1.395 5.598 -0.100
H 3.512 5.389 2.511
O 6.337 8.969 3.433
H 6.823 8.122 0.126
N 1.870 4.701 -0.080
N 5.813 9.894 -3.777
H 5.495 9.938 -4.722
N 3.064 13.147 0.357
H 7.936 6.750 -0.094
O 3.584 10.971 0.876
H 5.501 4.363 -0.505
N 3.706 9.251 -3.217
H 2.291 10.427 -1.198
N 7.032 7.164 -0.165
C 5.654 8.968 2.358
N 3.077 5.509 1.614
O 0.324 7.522 -0.786
C 3.073 11.786 0.126
N 2.379 11.430 -0.994
H 1.619 3.917 -0.655
O 4.534 8.340 2.347
H 2.469 13.683 -0.238
H 3.431 9.422 -4.166
C 1.419 8.043 -0.409
*
```

Properties
**Gap between HOMO and LUMO (spin up / spin down)**: 5.3 / 5.0 eV
**F_max**: 3.07 eV/Å
**LUMO energy (spin up / spin down)**: 0.1736 / 0.1736 Ha
**E**: -42361.827 eV
**HOMO (spin up / spin down)**: -0.021 / -0.011 hartree

***

6.
A structure of composition C27H25BrI2N5O4PRu, computed with ωB97M-V with the def2-TZVPD basis set.

```
! RIJCOSX wB97M-V def2-TZVPD def2/J DEFGRID3
* xyz 1 2
H -4.102 -1.700 -2.908
Ru -0.669 0.418 0.208
O -2.577 0.604 0.782
H -0.101 0.964 -3.799
C -4.317 2.217 0.933
C -3.214 -1.137 -3.159
C -0.712 -1.890 1.024
H 3.976 -1.459 1.965
C -0.894 -5.806 2.683
H 5.368 -0.929 -1.336
H -0.983 -0.532 -5.630
C -0.972 0.335 -3.694
C 2.720 0.794 1.492
H -1.549 6.247 0.990
H 5.699 1.048 -0.003
H 0.790 5.457 0.719
H 4.408 2.251 0.122
C 2.630 0.992 -1.324
C -1.478 -0.489 -4.671
C -4.691 3.572 1.039
N -0.722 2.477 0.696
C -3.757 4.568 1.055
N 4.126 0.498 1.236
Br -0.989 -4.380 -1.169
H 5.451 -1.091 1.056
C -0.778 -3.275 1.524
C 4.290 -0.772 -1.277
C -2.019 2.892 0.842
H -0.942 -6.794 3.121
H -0.617 -2.547 3.521
C 4.371 -0.937 1.093
H -1.058 -6.543 0.674
H 2.609 1.862 1.682
N 4.050 0.671 -1.208
C -2.992 1.855 0.853
N 3.787 -1.509 -0.119
C -0.036 4.761 0.758
C 2.328 -1.481 -0.063
I -5.770 0.737 0.878
H 2.379 0.271 2.388
N -1.573 0.407 -2.496
H -3.025 -1.900 -5.154
C 4.617 1.182 0.041
O -0.822 -1.579 -0.207
C -2.613 -1.243 -4.401
C -0.708 -3.435 2.911
H 2.499 2.077 -1.337
C -0.961 -5.672 1.306
C -2.681 -0.292 -2.208
H 1.907 -1.952 -0.955
C -0.905 -4.415 0.724
H 3.833 -1.171 -2.183
P 1.680 0.244 0.067
H 1.236 3.046 0.501
H -3.091 -0.143 -1.218
H -0.715 -4.788 4.566
C -1.325 5.192 0.909
O -1.038 1.268 -1.596
I -4.399 6.546 1.213
C 0.222 3.389 0.644
O -0.519 -0.915 1.822
C -0.766 -4.686 3.491
C -2.376 4.252 0.944
H 1.985 -2.056 0.801
H 2.236 0.609 -2.269
H -5.743 3.815 1.109
*
```

Properties
**Gap between HOMO and LUMO (spin up / spin down)**: 7.2 / 6.3 eV
**Energy relative to the best compared isomer or geometry (same formula, charge and spin)**: 13.41 kJ/mol
**F_max**: 1.01 eV/Å
**LUMO energy (spin up / spin down)**: -0.1120 / -0.1471 Ha
**E**: -142154.696 eV
**HOMO (spin up / spin down)**: -0.376 / -0.377 hartree

***

7.
A structure of composition C27H32Cl3CrN2O2Se, computed with ωB97M-V with the def2-TZVPD basis set.

```
! RIJCOSX wB97M-V def2-TZVPD def2/J DEFGRID3
* xyz 0 4
H 0.370 1.833 -7.796
C 2.449 -0.816 -2.965
H -3.672 1.387 0.796
C -0.865 1.034 2.519
H -5.014 -0.435 1.825
N -0.379 -2.589 0.826
H 1.513 0.489 -7.888
H -1.268 -5.710 1.272
Cl -0.326 2.863 -0.244
H 2.031 2.033 -7.222
C -2.522 2.750 2.792
C -2.167 1.503 2.293
H 4.548 -2.618 1.862
H -4.778 0.880 2.986
C 3.803 -3.148 1.278
Cr 0.607 -0.966 0.399
H 3.072 -1.450 -3.597
C 1.152 2.293 -0.992
H -2.712 -0.073 0.929
H -1.268 1.458 -6.092
C 1.470 1.315 3.502
C -3.193 0.712 1.510
H -3.525 3.123 2.611
H 3.100 -0.063 -2.512
H -2.841 -0.238 -3.685
Cl 3.183 -4.495 2.273
H -0.173 -4.102 -0.624
H 2.036 -1.438 -2.176
H 0.939 1.906 -1.982
H -1.742 -4.132 3.415
H -1.356 -1.135 3.680
H 1.860 3.112 -1.002
C 1.782 1.219 4.998
H 0.382 3.649 4.256
C -1.300 -3.845 2.473
C 0.042 -0.038 -3.345
H -2.890 1.326 -4.520
Se -0.677 -0.686 -1.658
O 2.150 -2.271 -0.223
C -0.939 -1.285 2.687
C -1.613 3.521 3.498
H 2.733 0.171 -5.383
C -0.488 -3.844 0.376
Cl 1.966 0.975 -0.069
H 1.637 2.173 5.505
C 2.644 -2.245 0.938
C -4.269 0.102 2.415
C 1.192 1.337 -7.280
H -3.833 -0.602 3.127
C -0.521 1.004 -5.449
C -2.352 0.734 -3.780
C -0.910 0.564 -4.189
H 2.818 0.911 5.149
H 1.619 0.333 3.063
H -2.431 1.219 -2.807
C 0.782 0.877 -5.905
C 1.705 0.291 -5.053
C 0.067 1.801 3.225
H 2.178 2.001 3.029
C 1.363 -0.174 -3.783
H 1.137 0.479 5.477
C -0.330 3.045 3.705
H 4.229 -3.566 0.373
C -0.871 -2.565 2.115
C -1.058 -4.656 1.363
O 2.151 -1.472 1.805
H -1.903 4.490 3.885
N -0.523 -0.257 1.993
*
```

Properties
**Gap between HOMO and LUMO (spin up / spin down)**: 7.2 / 7.3 eV
**Energy relative to the best compared isomer or geometry (same formula, charge and spin)**: 19.27 kJ/mol
**F_max**: 0.96 eV/Å
**LUMO energy (spin up / spin down)**: -0.0085 / -0.0088 Ha
**E**: -166931.459 eV
**HOMO (spin up / spin down)**: -0.271 / -0.277 hartree

***

8.
A structure of composition C25H27BrN3OSe2Ti, computed with ωB97M-V with the def2-TZVPD basis set.

```
! RIJCOSX wB97M-V def2-TZVPD def2/J DEFGRID3
* xyz 1 1
C 0.930 1.853 -2.266
H 3.541 1.346 -2.311
H -1.277 -5.127 -0.618
H 3.260 0.623 -3.889
H 1.167 -1.398 -3.151
C 3.011 0.547 -2.829
C -3.376 -3.215 1.260
H 5.218 -1.900 2.160
C 4.367 0.977 0.564
H 2.342 1.484 0.082
H -2.785 -1.358 2.140
C 1.522 0.651 -2.633
C -2.510 -2.198 1.514
C -1.238 0.853 -2.399
H -0.499 -2.006 3.695
C -0.091 -1.029 3.438
H -0.698 3.694 -0.871
C -1.856 0.963 0.630
H -4.131 4.011 1.094
C 5.181 -0.007 1.150
Se 2.250 -2.667 2.397
C -0.454 1.974 -2.157
H -1.976 -1.488 -4.040
H -3.699 1.894 0.117
H 3.393 -0.409 -2.471
H -2.372 -1.637 -2.333
H -0.969 -2.488 -2.990
C -1.310 3.121 2.203
H 0.823 -0.886 4.012
C 3.222 -1.280 1.655
C -1.072 3.306 -1.822
C 3.019 0.774 0.540
C -1.650 -4.306 -0.022
Ti 0.419 -0.903 1.425
C -0.671 -0.373 -2.748
Se 0.906 -2.933 -0.348
C -2.510 3.079 1.490
H -2.025 0.097 0.005
C 0.710 -0.458 -2.866
H 4.788 1.874 0.132
N 2.453 -0.340 1.062
H -0.812 -0.246 3.699
C -0.809 -3.211 0.244
C -1.543 -1.564 -3.041
H -1.075 3.968 2.831
N -1.243 -2.192 1.011
C -0.452 2.059 2.086
H -0.833 4.046 -2.586
H -4.375 -3.194 1.669
H -2.158 3.235 -1.761
Br 1.162 2.075 3.058
H 6.254 0.127 1.181
H 1.555 2.726 -2.099
N -0.694 0.984 1.313
H -2.320 0.939 -2.343
O -3.328 4.119 1.618
C 4.618 -1.133 1.691
C -2.785 1.968 0.690
H -3.589 -5.125 0.266
C -2.924 -4.297 0.474
*
```

Properties
**Gap between HOMO and LUMO**: 5.8 eV
**Energy relative to the best compared isomer or geometry (same formula, charge and spin)**: 31.10 kJ/mol
**F_max**: 2.12 eV/Å
**LUMO energy**: -0.1377 Ha
**E**: -256727.037 eV
**HOMO**: -0.350 hartree

***

9.
A cluster of 2 separate species, C10H18NO in total, computed with ωB97M-V with the def2-TZVPD basis set.

```
! RIJCOSX wB97M-V def2-TZVPD def2/J DEFGRID3
* xyz 1 1
H -3.837 0.975 1.676
O 1.186 0.382 3.074
H 1.373 1.842 -1.049
C 1.226 1.167 0.885
H -2.400 -0.146 -2.073
H 0.195 -1.332 -2.789
C -2.824 -0.205 -1.094
H -3.081 -0.561 1.207
H 1.496 2.081 1.348
H 0.983 -0.342 3.826
C 0.925 -1.193 1.217
C 1.038 1.078 -0.498
H 2.890 0.123 -3.126
C 2.271 -0.758 -2.776
H 0.236 -2.187 -0.401
C 0.766 -0.493 -2.434
H 2.209 -1.494 -3.607
H -1.481 1.317 -0.353
C 0.716 -0.177 -0.946
C -2.591 0.982 -0.137
H -3.794 -0.623 -1.110
H 2.981 -1.287 -2.028
H -3.226 1.879 -0.280
H -2.111 0.770 2.027
C 1.078 0.073 1.787
C 0.611 -1.309 -0.102
N -2.904 0.531 1.286
H 0.800 -2.089 1.859
H -2.067 -1.006 -0.910
H 0.372 0.320 -3.223
*
```

Properties
**Gap between HOMO and LUMO**: 7.6 eV
**Energy relative to the best compared isomer or geometry (same formula, charge and spin)**: 240.15 kJ/mol
**F_max**: 5.28 eV/Å
**LUMO energy**: -0.1357 Ha
**E**: -14190.542 eV
**HOMO**: -0.414 hartree

***

10.
A structure of composition C12H17CrIN2, computed with ωB97M-V with the def2-TZVPD basis set.

```
! RIJCOSX wB97M-V def2-TZVPD def2/J DEFGRID3
* xyz 0 5
H -1.097 -2.713 0.448
H -1.881 1.303 -1.251
C 0.517 1.232 1.740
C -0.728 -2.641 2.566
H -0.281 -1.481 -5.445
H 1.285 -1.366 -4.610
H -0.245 2.123 0.111
C 0.255 -1.002 -4.617
H 1.029 3.181 2.512
C -1.129 0.899 -1.952
H -0.698 1.774 -2.470
H -1.661 0.310 -2.715
C 0.050 -0.528 3.402
H -1.008 -3.689 2.681
H -0.306 -2.257 4.660
C 0.041 -0.043 2.063
C 0.197 0.525 -4.714
I 1.138 -2.381 -1.629
Cr 0.211 -0.194 -0.843
C 0.797 1.687 4.083
C -0.775 -2.090 1.286
H 0.399 0.032 5.437
H 0.835 0.913 -5.519
C 0.434 0.389 4.411
H -0.825 0.872 -4.905
H 0.524 1.011 -3.793
N 0.569 1.523 0.321
H 1.086 2.365 4.883
C 0.807 2.136 2.742
H 1.336 2.182 0.170
N -0.344 -0.835 1.004
H -0.212 -1.371 -3.697
C -0.321 -1.866 3.641
*
```

Properties
**Gap between HOMO and LUMO (spin up / spin down)**: 5.6 / 7.0 eV
**Energy relative to the best compared isomer or geometry (same formula, charge and spin)**: 0.00 kJ/mol
**F_max**: 3.40 eV/Å
**LUMO energy (spin up / spin down)**: -0.0373 / -0.0382 Ha
**E**: -52221.968 eV
**HOMO (spin up / spin down)**: -0.243 / -0.295 hartree